[1]
C3H3F3 | ωB97M-V/def2-TZVPD

Output
- LUMO: 0.9 eV
- Molar mass: 96.1 g/mol
- HOMO level: -0.362 Ha
- Orbital gap: 10.718 eV
- Structure (SMILES): CC(F)=C(F)F

Structure (XYZ):
```
9
Properties=species:S:1:pos:R:3:forces:R:3
C -0.32044 1.14600 -0.11342 0.18 -0.04 0.17
C 0.17170 -0.14909 0.39113 1.16 -0.41 3.03
F 0.66414 -0.12939 1.78879 -1.09 -0.01 -3.19
C 0.25361 -1.32466 -0.20637 -0.10 -0.06 -0.11
F 0.71648 -2.44838 0.30529 -0.11 0.42 -0.04
F -0.15966 -1.50737 -1.45797 0.11 0.04 0.25
H -0.99498 1.59067 0.61723 -0.07 -0.02 -0.05
H -0.84383 0.98995 -1.05300 -0.03 0.05 -0.04
H 0.51300 1.83228 -0.27168 -0.04 0.02 -0.03
```
Positions in Å, forces in eV/Å.



[2]
C3H3F3 | ωB97M-V/def2-TZVPD

Output
- LUMO: 1.0 eV
- Molar mass: 96.1 g/mol
- HOMO level: -0.351 Ha
- Orbital gap: 10.596 eV
- Structure (SMILES): F/C=C(/F)CF

Structure (XYZ):
```
9
Properties=species:S:1:pos:R:3:forces:R:3
F 0.49617 -1.73933 -0.42933 0.38 -0.78 0.25
C 0.19413 -0.65277 -1.11583 -0.07 2.35 -0.73
C -0.15005 0.48142 -0.42961 0.06 -1.68 -0.42
F -0.65513 1.54685 -1.09089 0.48 -0.09 -0.03
C -0.21221 0.70186 1.09239 -0.29 0.51 -0.91
F 0.33147 -0.34399 1.76149 0.41 -0.52 0.39
H 0.39012 -0.77089 -2.24623 -0.76 0.49 2.00
H 0.32623 1.62800 1.38837 -0.28 -0.42 -0.43
H -1.26021 0.78797 1.40475 0.08 0.13 -0.13
```
Positions in Å, forces in eV/Å.



[3]
C3H3F3 | ωB97M-V/def2-TZVPD

Output
- LUMO: 1.0 eV
- Molar mass: 96.1 g/mol
- HOMO level: -0.386 Ha
- Orbital gap: 11.540 eV
- Structure (SMILES): C=C(F)C(F)F

Structure (XYZ):
```
9
Properties=species:S:1:pos:R:3:forces:R:3
C 1.73330 -0.40958 0.47491 0.21 0.12 -0.40
C 0.75006 0.15395 -0.22363 -0.83 -1.15 0.36
F 0.60752 0.27566 -1.55561 1.64 0.41 -0.25
C -0.63929 0.40113 0.29159 0.89 0.33 -0.65
F -1.49465 -0.25215 -0.50127 -0.99 -0.90 -0.61
F -0.71050 -0.13008 1.49880 -0.62 0.04 1.72
H 2.69521 -0.65848 0.00987 -0.53 0.06 0.15
H 1.58278 -0.68829 1.53921 0.08 0.64 -0.99
H -0.96376 1.43292 0.21648 0.15 0.46 0.67
```
Positions in Å, forces in eV/Å.



[4]
C3H3F3 | ωB97M-V/def2-TZVPD

Output
- LUMO: 0.9 eV
- Molar mass: 96.1 g/mol
- HOMO level: -0.395 Ha
- Orbital gap: 11.637 eV
- Structure (SMILES): C=C(F)C(F)F

Structure (XYZ):
```
9
Properties=species:S:1:pos:R:3:forces:R:3
C 1.38628 -0.37213 0.00461 -1.06 0.00 -0.07
C 0.31963 0.39926 0.00160 0.31 0.20 0.07
F 0.42621 1.74186 0.00729 -0.10 -0.28 -0.03
C -1.09753 -0.06525 0.00660 -0.45 0.46 -0.22
F -1.74068 0.42717 1.10697 0.10 -0.17 -0.20
F -1.75094 0.43563 -1.09187 0.15 -0.06 0.27
H 1.30245 -1.42832 0.00228 -0.32 -0.77 0.01
H 2.35912 0.00689 -0.01318 1.25 0.76 0.02
H -1.20453 -1.14511 -0.02431 0.13 -0.15 0.15
```
Positions in Å, forces in eV/Å.